No. 1
{"formula": "C5H9NO2", "method": "ωB97M-V/def2-TZVPD", "relative_energy_kcal_mol": 162.76, "lumo_energy_ev": -2.914, "multiplicity": 1, "orbital_gap_ev": 4.53, "fmax_ev_per_a": 3.946, "symbols": ["C", "N", "C", "C", "C", "O", "C", "O", "H", "H", "H", "H", "H", "H", "H", "H", "H"], "positions_angstrom": [[-2.16, -0.42, 0.54], [-1.34, 0.39, -0.25], [0.02, 0.18, 0.07], [0.85, -1.14, -0.05], [1.92, -1.12, 1.04], [3.01, -0.83, 0.74], [0.81, 1.37, -0.47], [0.75, 1.62, -1.89], [-2.07, -1.55, 0.60], [-3.24, -0.29, 0.39], [-2.05, -0.32, 1.67], [-0.16, 1.39, -2.15], [0.41, 2.26, 0.04], [1.38, -1.27, -1.04], [0.08, -1.95, -0.09], [-0.09, 0.33, 1.17], [1.89, 1.35, -0.32]]}

No. 2
{"formula": "C5H9NO2", "method": "ωB97M-V/def2-TZVPD", "relative_energy_kcal_mol": 110.88, "lumo_energy_ev": 0.824, "multiplicity": 1, "orbital_gap_ev": 9.07, "fmax_ev_per_a": 3.688, "smiles": "C=C(ON)/C(O)=C\\C", "symbols": ["C", "C", "C", "N", "C", "C", "O", "O", "H", "H", "H", "H", "H", "H", "H", "H", "H"], "positions_angstrom": [[-1.41, -1.47, -0.86], [0.92, 0.46, -0.10], [0.62, -0.78, 0.52], [-1.04, 2.01, 0.76], [-0.55, -1.44, 0.36], [2.03, 0.94, -0.66], [-0.46, 1.21, -0.24], [1.43, -1.15, 1.59], [1.94, -0.37, 1.86], [-0.70, 2.97, 0.70], [-2.02, 2.05, 0.46], [-0.77, -2.22, 1.08], [2.05, 1.93, -1.10], [2.89, 0.30, -0.83], [-2.41, -1.10, -0.61], [-1.00, -0.87, -1.68], [-1.52, -2.49, -1.22]]}

No. 3
{"formula": "C5H9NO2", "method": "ωB97M-V/def2-TZVPD", "relative_energy_kcal_mol": 92.35, "lumo_energy_ev": 1.028, "multiplicity": 1, "orbital_gap_ev": 10.24, "fmax_ev_per_a": 2.579, "smiles": "C=NO[C@@]1(C)C[C@H]1O", "symbols": ["C", "C", "C", "C", "C", "H", "H", "H", "H", "H", "H", "H", "H", "H", "N", "O", "O"], "positions_angstrom": [[0.35, 1.72, -0.51], [0.39, 0.31, 0.09], [1.55, -0.10, 1.00], [1.48, -0.76, -0.37], [-2.86, -0.65, 0.15], [-0.09, 2.47, 0.18], [1.38, 2.07, -0.75], [-0.20, 1.79, -1.45], [2.35, 0.61, 1.27], [1.31, -0.79, 1.88], [2.27, -0.45, -1.12], [0.20, -2.13, -0.93], [-3.72, -0.73, -0.48], [-2.93, -0.79, 1.24], [-1.76, -0.29, -0.38], [1.07, -2.10, -0.42], [-0.79, -0.18, 0.60]]}

No. 4
{"formula": "C5H9NO2", "method": "ωB97M-V/def2-TZVPD", "relative_energy_kcal_mol": 172.68, "lumo_energy_ev": -4.472, "multiplicity": 1, "orbital_gap_ev": 3.36, "fmax_ev_per_a": 8.430, "symbols": ["C", "N", "C", "C", "C", "C", "O", "O", "H", "H", "H", "H", "H", "H", "H", "H", "H"], "positions_angstrom": [[3.02, -0.54, 0.00], [3.08, 0.78, 0.17], [-0.36, 1.28, -0.03], [-0.53, -0.25, 0.27], [-1.84, -0.88, 0.53], [-2.93, -0.26, 0.06], [-2.86, 0.88, -0.58], [2.00, -1.19, -0.43], [3.86, -1.19, 0.33], [4.06, 1.12, 0.18], [-0.87, 1.56, -0.91], [0.73, 1.54, 0.02], [-0.81, 1.85, 0.83], [0.25, -0.59, 0.93], [-0.21, -0.76, -0.72], [-1.99, -1.90, 0.87], [-3.90, -0.66, 0.34]]}

No. 5
{"formula": "C5H9NO2", "method": "ωB97M-V/def2-TZVPD", "relative_energy_kcal_mol": 122.20, "lumo_energy_ev": 0.163, "multiplicity": 1, "orbital_gap_ev": 8.81, "fmax_ev_per_a": 1.664, "symbols": ["C", "C", "N", "C", "C", "C", "O", "O", "H", "H", "H", "H", "H", "H", "H", "H", "H"], "positions_angstrom": [[-1.47, 1.56, 0.91], [1.28, -1.70, -0.69], [-0.89, 0.05, -1.28], [-0.77, 0.23, 0.68], [0.93, -0.26, -0.71], [0.92, 0.51, 0.50], [0.49, 0.31, -1.84], [-1.12, -0.81, 1.22], [-1.06, -0.94, -1.50], [-1.14, 2.32, 0.20], [-1.26, 1.89, 1.93], [-2.54, 1.39, 0.80], [2.33, -1.82, -0.41], [1.09, -2.18, -1.64], [0.69, -2.18, 0.11], [1.43, 0.07, 1.35], [1.08, 1.57, 0.36]]}

No. 6
{"formula": "C5H9NO2", "method": "ωB97M-V/def2-TZVPD", "relative_energy_kcal_mol": 220.38, "lumo_energy_ev": 0.789, "multiplicity": 1, "orbital_gap_ev": 9.54, "fmax_ev_per_a": 9.104, "smiles": "OC[C@@H]1OC[C@@H]2N[C@H]21", "symbols": ["C", "C", "C", "C", "C", "H", "H", "H", "H", "H", "H", "H", "H", "H", "N", "O", "O"], "positions_angstrom": [[-1.85, -0.61, -0.25], [-0.62, -0.20, 0.37], [1.27, 1.36, -0.21], [1.64, 0.09, 0.46], [0.56, -0.67, -0.33], [-2.94, 0.86, 0.27], [-1.80, -1.89, -0.58], [-1.61, -0.07, -1.35], [-0.46, -0.31, 1.60], [1.83, 2.00, 0.67], [1.37, 1.54, -1.33], [1.28, 0.09, 1.52], [2.35, -1.73, 0.62], [0.44, -0.43, -1.49], [1.97, -1.18, -0.09], [-3.18, 0.03, 0.24], [-0.25, 1.13, -0.11]]}

No. 7
{"formula": "C5H9NO2S2", "method": "ωB97M-V/def2-TZVPD", "relative_energy_kcal_mol": 88.12, "lumo_energy_ev": [-1.285, -2.376], "multiplicity": 1, "orbital_gap_ev": [7.73, 5.41], "fmax_ev_per_a": 4.267, "symbols": ["C", "C", "C", "C", "C", "N", "O", "O", "S", "S", "H", "H", "H", "H", "H", "H", "H", "H", "H"], "positions_angstrom": [[0.47, -1.41, 0.15], [-0.33, -1.80, 1.36], [-0.98, 0.39, 0.38], [0.27, 1.15, -2.38], [1.01, 0.72, -1.18], [0.10, -0.09, -0.23], [1.21, -2.15, -0.38], [-2.49, -1.81, 0.09], [0.53, 0.84, 3.19], [-1.96, -0.93, 1.16], [-0.49, -2.87, 1.51], [0.17, -1.16, 2.20], [-1.48, 1.35, 0.18], [-0.22, 0.49, -2.97], [-0.39, 1.88, -2.04], [0.99, 1.68, -3.13], [1.91, 0.15, -1.40], [1.13, 1.64, -0.50], [0.57, 1.92, 3.99]]}

No. 8
{"formula": "C5H9NO2Se", "method": "ωB97M-V/def2-TZVPD", "relative_energy_kcal_mol": 64.06, "lumo_energy_ev": [0.570, 0.569], "multiplicity": 1, "orbital_gap_ev": [7.74, 7.74], "fmax_ev_per_a": 3.659, "symbols": ["C", "C", "C", "C", "C", "N", "O", "O", "Se", "H", "H", "H", "H", "H", "H", "H", "H", "H"], "positions_angstrom": [[1.11, -3.12, 1.30], [1.62, -1.37, -0.46], [0.28, -1.69, -0.57], [0.34, 1.29, -0.22], [-1.00, 1.95, -0.09], [-0.72, -1.07, 0.12], [0.53, -2.55, 2.15], [1.63, -3.86, 0.59], [1.10, 0.59, -1.63], [2.15, -0.83, 0.31], [2.32, -1.96, -0.87], [-0.09, -2.49, -1.36], [1.06, 1.57, 0.57], [-0.76, 3.01, -0.29], [-1.37, 1.97, 0.90], [-1.68, 1.69, -0.87], [-1.65, -1.32, -0.17], [-0.53, -0.63, 1.02]]}

No. 9
{"formula": "C5H9NO2Si", "method": "ωB97M-V/def2-TZVPD", "relative_energy_kcal_mol": 129.51, "lumo_energy_ev": [0.120, 0.329], "multiplicity": 1, "orbital_gap_ev": [7.29, 7.68], "fmax_ev_per_a": 5.466, "symbols": ["C", "C", "C", "C", "C", "N", "O", "O", "Si", "H", "H", "H", "H", "H", "H", "H", "H", "H"], "positions_angstrom": [[1.70, 0.72, -2.85], [0.21, -0.18, -1.43], [-0.27, -1.31, -2.30], [-1.06, 1.21, 1.11], [2.10, 0.26, 1.48], [0.78, 0.94, -1.96], [1.98, 0.44, -3.99], [1.06, 1.70, -0.85], [0.55, 0.46, 0.29], [0.23, -2.20, -1.87], [-1.32, -1.50, -2.23], [0.12, -1.26, -3.36], [-0.93, 1.12, 2.17], [-1.23, 2.25, 0.92], [-1.88, 0.62, 0.80], [2.42, 1.29, 1.47], [1.94, -0.12, 2.51], [2.97, -0.33, 1.27]]}

No. 10
{"formula": "C5H9NO3", "method": "ωB97M-V/def2-TZVPD", "relative_energy_kcal_mol": 82.46, "lumo_energy_ev": 0.535, "multiplicity": 1, "orbital_gap_ev": 10.05, "fmax_ev_per_a": 5.006, "symbols": ["O", "C", "C", "C", "C", "N", "C", "O", "H", "H", "H", "H", "H", "H", "H", "H", "O", "H"], "positions_angstrom": [[1.38, 4.51, -0.48], [0.85, 4.02, -1.45], [0.67, 2.53, -1.64], [0.92, 1.66, -0.40], [0.18, 0.34, -0.66], [-1.01, 0.71, -1.43], [-0.74, 2.20, -2.15], [-1.11, 2.47, -3.28], [0.44, 4.65, -2.27], [1.35, 2.26, -2.46], [1.99, 1.51, -0.25], [0.51, 2.16, 0.49], [0.81, -0.32, -1.27], [-0.08, -0.16, 0.28], [-1.48, -0.01, -1.96], [-2.28, 1.51, -0.56], [-2.46, 2.70, -0.82], [-2.05, 3.13, -0.07]]}

No. 11
{"formula": "C5H9NO3", "method": "ωB97M-V/def2-TZVPD", "relative_energy_kcal_mol": 135.78, "lumo_energy_ev": 0.672, "multiplicity": 1, "orbital_gap_ev": 9.66, "fmax_ev_per_a": 2.111, "smiles": "CON(C)[C@]1(O)CC1=O", "symbols": ["C", "C", "C", "C", "C", "O", "O", "N", "O", "H", "H", "H", "H", "H", "H", "H", "H", "H"], "positions_angstrom": [[-2.00, 0.80, 0.90], [1.04, -1.80, -0.59], [1.60, 1.01, 0.51], [-1.84, -0.42, 0.12], [-0.74, 0.61, 0.02], [0.53, -1.27, 0.63], [-0.62, 1.32, -1.18], [0.40, 0.25, 0.77], [-2.41, -1.29, -0.47], [-0.61, 0.71, -1.93], [-2.74, 1.52, 0.57], [-1.82, 0.76, 1.97], [1.48, -2.76, -0.35], [0.23, -1.92, -1.32], [1.81, -1.16, -1.04], [2.40, 0.57, 1.09], [1.88, 1.06, -0.55], [1.40, 2.03, 0.86]]}

No. 12
{"formula": "C5H9NO3S2", "method": "ωB97M-V/def2-TZVPD", "relative_energy_kcal_mol": 58.49, "lumo_energy_ev": [-0.836, -1.666], "multiplicity": 1, "orbital_gap_ev": [7.22, 7.14], "fmax_ev_per_a": 4.583, "symbols": ["C", "C", "C", "C", "C", "N", "O", "O", "O", "S", "S", "H", "H", "H", "H", "H", "H", "H", "H", "H"], "positions_angstrom": [[-2.33, 0.39, 0.51], [-1.90, 0.69, -0.72], [-0.04, 2.26, -0.57], [-3.39, -0.68, 0.76], [3.27, -1.78, -0.74], [-1.11, 1.83, -0.95], [4.02, 0.14, 0.61], [0.35, 1.52, 1.82], [0.69, -0.29, 0.27], [4.76, -0.78, -0.32], [1.14, 1.01, 0.72], [-2.22, 1.17, 1.33], [-1.96, 0.09, -1.66], [0.50, 3.16, -0.96], [-2.93, -1.41, 1.39], [-4.46, -0.45, 1.07], [-3.50, -1.07, -0.21], [2.58, -1.03, -0.60], [3.05, -2.47, 0.00], [3.46, -2.30, -1.75]]}

No. 13
{"formula": "C5H9NO4", "method": "ωB97M-V/def2-TZVPD", "relative_energy_kcal_mol": 163.86, "lumo_energy_ev": -1.125, "multiplicity": 1, "orbital_gap_ev": 8.63, "fmax_ev_per_a": 2.929, "smiles": "CCC(=O)CCO[N+](=O)[O-]", "symbols": ["N", "O", "O", "C", "C", "C", "O", "C", "C", "O", "H", "H", "H", "H", "H", "H", "H", "H", "H"], "positions_angstrom": [[-0.78, -3.65, 1.69], [0.25, -4.14, 2.08], [-1.89, -4.09, 1.49], [0.31, 2.75, -1.61], [-0.11, 1.29, -1.54], [0.89, 0.50, -0.69], [2.05, 0.33, -1.10], [0.50, 0.05, 0.78], [-0.57, -0.97, 1.10], [-0.29, -2.35, 0.77], [-0.39, 3.36, -2.20], [0.29, 3.14, -0.58], [1.31, 2.87, -2.01], [-1.10, 1.17, -1.10], [-0.09, 0.81, -2.52], [1.46, -0.29, 1.20], [0.26, 1.01, 1.28], [-0.56, -1.13, 2.17], [-1.56, -0.67, 0.79]]}

No. 14
{"formula": "C5H9NO4", "method": "ωB97M-V/def2-TZVPD", "relative_energy_kcal_mol": 11.09, "lumo_energy_ev": 0.344, "multiplicity": 1, "orbital_gap_ev": 10.26, "fmax_ev_per_a": 2.184, "smiles": "N[C@@H](CCC(=O)O)C(=O)O", "symbols": ["C", "C", "C", "C", "C", "H", "H", "H", "H", "H", "H", "H", "H", "H", "N", "O", "O", "O", "O"], "positions_angstrom": [[1.20, -0.12, -0.97], [0.88, -1.42, -0.21], [0.04, 0.90, -0.79], [-0.01, 1.52, 0.67], [-1.39, 1.43, 1.22], [2.26, -0.92, -2.51], [0.66, -0.62, -2.88], [2.11, 0.26, -0.48], [-0.90, 0.39, -1.04], [0.19, 1.74, -1.51], [0.32, 2.55, 0.71], [0.62, 0.95, 1.37], [-1.10, -0.51, 1.44], [0.92, -3.24, -0.32], [1.47, -0.29, -2.36], [0.10, -1.56, 0.69], [-2.19, 2.34, 1.22], [-1.75, 0.19, 1.62], [1.37, -2.53, -0.76]]}

No. 15
{"formula": "C5H9NO4S", "method": "ωB97M-V/def2-TZVPD", "relative_energy_kcal_mol": 69.91, "lumo_energy_ev": 0.288, "multiplicity": 1, "orbital_gap_ev": 9.45, "fmax_ev_per_a": 7.774, "smiles": "N[C@@H](CSCC(=O)O)C(=O)O", "symbols": ["C", "C", "C", "C", "C", "H", "H", "H", "H", "H", "H", "H", "H", "H", "N", "O", "O", "O", "O", "S"], "positions_angstrom": [[-1.92, -0.11, -0.56], [-0.98, 0.80, -1.34], [0.89, 1.52, 0.73], [1.88, 0.60, 1.57], [-1.57, -1.54, -1.08], [-0.94, -0.18, 1.29], [-2.58, -0.53, 1.36], [-3.00, 0.29, -0.89], [-1.48, 1.85, -1.49], [-1.15, 0.43, -2.39], [1.29, 2.54, 1.05], [-0.04, 1.61, 1.18], [3.25, 1.67, 0.90], [-0.71, -3.26, -0.41], [-1.84, 0.02, 0.82], [3.17, 0.95, 1.51], [1.43, -0.23, 2.44], [-1.01, -2.43, -0.09], [-1.77, -1.90, -2.35], [0.86, 1.04, -0.89]]}